w | Formula: C14H12MoN5S2Se
Source: OMol25
Level of theory: ωB97M-V/def2-TZVPD

```
35
Properties=species:S:1:pos:R:3:mulliken_spin:R:1
Mo 0.1252 -0.5917 0.9490 1.671
N -4.3191 -0.5949 0.7257 -0.008
C -3.0062 -0.4967 0.5502 -0.003
S -1.9883 -1.6404 1.4237 -0.033
N -2.5248 0.3936 -0.2730 -0.002
N -1.1849 0.4110 -0.3420 -0.058
C -0.6584 1.1899 -1.2354 0.074
C 0.7757 1.1791 -1.3193 0.020
C 1.5164 1.9424 -2.2128 0.003
C 2.8946 1.8530 -2.1960 0.017
C 3.5063 0.9909 -1.2904 0.001
C 2.7188 0.2474 -0.4391 0.041
N 1.3790 0.3353 -0.4404 -0.026
H -4.6960 -1.2815 1.3534 0.000
H -4.9407 0.0544 0.2715 0.000
H -1.2937 1.7928 -1.8712 0.000
H 0.9990 2.5974 -2.9001 0.000
H 3.4944 2.4404 -2.8774 0.000
H 4.5814 0.9014 -1.2444 0.001
H 3.1539 -0.4381 0.2751 -0.007
S 0.7614 2.8670 3.9713 0.178
C 0.4934 1.7101 2.9597 0.091
N 0.2873 0.8171 2.1807 -0.067
Se 1.5195 -2.2089 2.1944 0.121
C 1.5130 -3.2671 0.5891 0.006
C 2.2775 -4.4126 0.4279 0.000
C 2.2067 -5.1172 -0.7661 0.005
C 1.3816 -4.6876 -1.7960 -0.001
C 0.6185 -3.5381 -1.6437 0.010
C 0.6952 -2.8391 -0.4544 -0.003
H 2.9142 -4.7457 1.2369 0.000
H 2.7980 -6.0149 -0.8897 0.000
H 1.3223 -5.2478 -2.7187 0.000
H -0.0368 -3.2055 -2.4385 0.000
H 0.0396 -1.9575 -0.3359 -0.032
```

Values from the calculation:
Highest occupied orbital energy (spin up / spin down) = -10.9 / -11.4 eV
<S²> = 2.030
Frontier orbital gap (spin up / spin down) = 5.9 / 6.3 eV
LUMO level (spin up / spin down) = -4.95 / -5.11 eV
2S+1 = 3
Total charge = +1

x | Formula: C14H12MoN5S2Se
Source: OMol25
Level of theory: ωB97M-V/def2-TZVPD

```
35
Properties=species:S:1:pos:R:3:mulliken_spin:R:1
Mo 0.7687 0.3803 -0.1338 1.877
N 2.8866 -1.3346 3.3781 -0.009
C 2.3836 -0.9846 2.2026 0.005
S 1.5098 0.5534 2.0944 0.032
N 2.5415 -1.7138 1.1437 -0.003
N 2.0023 -1.2530 0.0210 -0.064
C 2.1789 -1.9475 -1.0846 0.093
C 1.7296 -1.3297 -2.2750 0.020
C 1.7790 -1.8931 -3.5593 0.002
C 1.3722 -1.1407 -4.6389 0.044
C 0.9435 0.1741 -4.4254 -0.003
C 0.8896 0.6601 -3.1381 0.054
N 1.2278 -0.0753 -2.0684 0.007
H 2.8006 -0.7206 4.1709 0.001
H 3.4433 -2.1722 3.4560 0.000
H 2.7064 -2.8929 -1.0652 0.005
H 2.1286 -2.9061 -3.6747 0.000
H 1.3845 -1.5597 -5.6308 0.001
H 0.6347 0.7972 -5.2486 0.000
H 0.5283 1.6642 -2.9342 -0.010
S 0.3524 2.6935 -0.2667 0.041
C 1.2939 3.4215 0.9025 0.006
N 1.9462 3.9693 1.6709 0.015
Se -1.3492 -0.6096 -0.5180 -0.139
C -2.4715 0.1865 0.8482 0.028
C -3.4822 1.0660 0.4801 -0.001
C -4.3341 1.5539 1.4582 0.003
C -4.1796 1.1569 2.7782 -0.007
C -3.1622 0.2844 3.1349 0.006
C -2.2991 -0.2069 2.1701 -0.012
H -3.6105 1.3529 -0.5563 0.004
H -5.1261 2.2354 1.1843 0.000
H -4.8556 1.5286 3.5328 0.000
H -3.0475 -0.0262 4.1627 0.000
H -1.5146 -0.9116 2.4286 0.002
```

Values from the calculation:
Highest occupied orbital energy (spin up / spin down) = -11.6 / -11.9 eV
<S²> = 2.043
Frontier orbital gap (spin up / spin down) = 6.5 / 6.3 eV
LUMO level (spin up / spin down) = -5.19 / -5.56 eV
2S+1 = 3
Total charge = +1

Least stable structure: x

w | Formula: C4H13N3O
Source: OMol25
Level of theory: ωB97M-V/def2-TZVPD

```
21
Properties=species:S:1:pos:R:3:nbo_charge:R:1
C -0.3783 2.2102 -0.8503 -0.476
N -0.1147 1.2422 -1.8734 -0.226
N 0.7534 0.3864 -1.6130 0.330
C 1.0010 -0.5839 -2.6725 -0.441
O 1.4099 0.2826 -0.5686 -0.513
H 0.5532 2.5929 -0.4217 0.217
H -0.9586 3.0140 -1.2940 0.212
H -0.9481 1.7505 -0.0377 0.218
H 2.0598 -0.5634 -2.9273 0.227
H 0.3887 -0.3301 -3.5329 0.232
H 0.7550 -1.5794 -2.3050 0.224
C -0.6292 0.0217 2.5449 -0.617
C -0.8829 -1.1323 1.5834 -0.208
N 0.3626 -1.8356 1.3331 -0.847
H -0.2141 -0.3608 3.4729 0.213
H -1.5535 0.5535 2.7589 0.203
H 0.0891 0.7136 2.1104 0.205
H -1.5851 -1.8426 2.0317 0.182
H -1.3546 -0.7401 0.6612 0.144
H 1.0328 -1.1957 0.9124 0.376
H 0.2136 -2.6036 0.6876 0.347
```

Values from the calculation:
Highest occupied orbital energy = -8.9 eV
Frontier orbital gap = 9.7 eV
LUMO level = 0.89 eV
2S+1 = 1

x | Formula: C4H13N3O
Source: OMol25
Level of theory: ωB97M-V/def2-TZVPD

```
21
Properties=species:S:1:pos:R:3:nbo_charge:R:1
N -0.8500 -1.2840 1.2959 -0.821
C -1.8122 -1.4706 2.2259 0.772
N -3.0476 -0.7911 1.9252 -0.902
O -1.6522 -2.1740 3.2007 -0.620
H 0.0381 -1.7072 1.5032 0.400
H -0.8979 -0.5414 0.6205 0.406
H -3.7818 -1.4579 2.1421 0.383
H -3.1565 -0.0318 2.5949 0.380
C 1.0069 1.7723 0.2222 -0.610
C 1.5464 1.2869 -1.1204 -0.404
C 0.7986 0.0808 -1.6621 -0.210
N 1.3310 -0.3119 -2.9700 -0.822
H 1.2033 1.0444 1.0098 0.200
H -0.0646 1.9704 0.2028 0.200
H 1.4962 2.7017 0.5090 0.218
H 1.5206 2.0823 -1.8644 0.210
H 2.5996 1.0145 -0.9853 0.191
H -0.2625 0.3186 -1.7774 0.182
H 0.8515 -0.7355 -0.9251 0.148
H 0.8432 -1.1416 -3.2992 0.354
H 2.2901 -0.6246 -2.8483 0.346
```

Values from the calculation:
Highest occupied orbital energy = -9.7 eV
Frontier orbital gap = 10.4 eV
LUMO level = 0.75 eV
2S+1 = 1

Least stable structure: w

w | Formula: C4H13N3O
Source: OMol25
Level of theory: ωB97M-V/def2-TZVPD

```
21
Properties=species:S:1:pos:R:3:nbo_charge:R:1
C -0.8498 0.2427 0.2549 0.595
C -0.0338 -0.9186 0.1263 0.079
C 1.2560 1.1443 -1.5906 -0.439
C 1.3863 -1.0710 0.5875 -0.648
N 0.3146 0.0432 -1.5663 -0.726
N -0.4515 1.2813 1.0103 -0.787
N -2.1368 0.2996 -0.2479 -0.822
O -0.9104 -1.3467 1.9359 -1.116
H -1.1636 -2.2776 1.9360 0.435
H -0.5311 0.2987 -2.0663 0.342
H -0.4810 -1.7642 -0.3666 0.229
H -1.0962 2.0437 1.1426 0.396
H -2.4175 -0.5549 -0.7074 0.391
H 0.1162 1.0452 1.8100 0.424
H -2.8103 0.5403 0.4675 0.400
H 1.3448 1.5441 -2.6075 0.200
H 0.9930 1.9883 -0.9288 0.165
H 2.2504 0.7995 -1.2972 0.184
H 2.0059 -1.4018 -0.2465 0.231
H 1.4133 -1.8001 1.3911 0.260
H 1.8014 -0.1360 0.9629 0.208
```

Values from the calculation:
Highest occupied orbital energy = -7.6 eV
Frontier orbital gap = 8.4 eV
LUMO level = 0.79 eV
2S+1 = 1

x | Formula: C4H13N3O
Source: OMol25
Level of theory: ωB97M-V/def2-TZVPD

```
21
Properties=species:S:1:pos:R:3:nbo_charge:R:1
C -1.2161 -0.2208 0.0908 0.244
C 0.7950 -1.5906 0.7093 -0.426
C 1.3860 2.1336 0.7132 -0.460
C -2.0143 -1.2782 -0.7007 -0.632
N 0.2595 -0.4412 0.0061 -0.237
N -0.0328 1.9461 0.6951 -0.332
N 0.7151 -0.3703 -1.3272 -0.678
O -1.4888 1.0277 -0.3636 -0.558
H -0.3873 2.5416 -0.0563 0.347
H -1.4508 -0.3334 1.1614 0.154
H 1.7169 -0.1901 -1.3331 0.352
H 0.2341 0.4342 -1.7383 0.378
H 0.5212 -2.5377 0.2282 0.187
H 1.8858 -1.5346 0.7555 0.202
H 0.4016 -1.5950 1.7262 0.214
H 1.8661 1.5325 1.4921 0.194
H 1.8335 1.8735 -0.2613 0.179
H 1.6327 3.1892 0.9007 0.225
H -3.0759 -1.0358 -0.6430 0.224
H -1.7325 -1.2679 -1.7538 0.220
H -1.8490 -2.2827 -0.3013 0.204
```

Values from the calculation:
Highest occupied orbital energy (spin up / spin down) = -8.0 / -8.0 eV
Frontier orbital gap (spin up / spin down) = 7.0 / 7.0 eV
LUMO level (spin up / spin down) = -0.94 / -0.93 eV
2S+1 = 1

y | Formula: C4H13N3O
Source: OMol25
Level of theory: ωB97M-V/def2-TZVPD

```
21
Properties=species:S:1:pos:R:3:nbo_charge:R:1
C -1.9191 -0.0629 1.0680 -0.464
O -2.3707 -1.0122 0.0710 -0.803
H -3.3251 -1.1395 0.1366 0.459
H -2.1250 -0.4219 2.0831 0.142
H -2.4055 0.9109 0.9322 0.138
H -0.3757 0.7068 0.2223 0.268
C 0.6638 -1.4927 0.6069 -0.735
C 0.4334 0.6092 -0.6427 -0.041
C 1.3075 -0.3176 0.0737 0.380
N 1.0720 1.8800 -0.9373 -0.861
N -0.2674 0.0538 -1.8064 -0.842
N 2.4587 0.1533 0.5649 -0.739
H 1.3639 1.9006 -1.9096 0.373
H 0.4381 2.6528 -0.7792 0.373
H -0.8356 -0.7370 -1.5084 0.392
H -0.9605 0.7436 -2.0861 0.357
H 2.9592 -0.3341 1.2886 0.398
H 2.6962 1.1098 0.3334 0.429
H 0.1911 -2.1341 -0.1354 0.255
H -0.2628 -0.9923 1.1201 0.304
H 1.2636 -2.0762 1.3043 0.217
```

Values from the calculation:
Highest occupied orbital energy = -6.2 eV
Frontier orbital gap = 7.0 eV
LUMO level = 0.75 eV
2S+1 = 1

z | Formula: C4H13N3O
Source: OMol25
Level of theory: ωB97M-V/def2-TZVPD

```
21
Properties=species:S:1:pos:R:3:nbo_charge:R:1
C -0.2872 -0.8902 -0.1524 -0.405
C 0.6596 -2.0022 0.2962 -0.640
C -1.3138 -0.6229 0.9467 -0.631
H -0.8224 -1.2207 -1.0522 0.186
H 1.1525 -0.3291 -1.4486 0.505
H -0.8288 -0.1718 1.8224 0.188
H 0.1289 -2.9353 0.5213 0.213
H 1.2089 -1.7148 1.2009 0.195
H 1.3969 -2.2332 -0.4758 0.194
H -2.1127 0.0533 0.6328 0.205
H -1.8121 -1.5386 1.2893 0.201
N -0.2539 1.9385 -0.2716 -0.486
C 0.6900 0.9216 -0.3391 0.644
N -1.2572 1.9840 -1.2617 -0.638
N 1.6735 1.0094 0.6190 -0.841
O 1.1392 0.6992 -1.6062 -0.723
H -0.6426 2.1064 0.6471 0.368
H -0.8225 2.3308 -2.1108 0.360
H -1.5763 1.0308 -1.4516 0.338
H 1.4029 1.3812 1.5194 0.382
H 2.2774 0.2035 0.6749 0.386
```

Values from the calculation:
Highest occupied orbital energy = -7.8 eV
Frontier orbital gap = 8.7 eV
LUMO level = 0.85 eV
2S+1 = 1

Least stable structure: x

w | Formula: C4H13N3O
Source: OMol25
Level of theory: ωB97M-V/def2-TZVPD

```
21
Properties=species:S:1:pos:R:3:nbo_charge:R:1
N -3.5785 0.3026 -0.2298 -0.849
C -2.2967 -0.1965 0.1337 -0.041
C -1.9979 -0.4694 1.3947 -0.053
N -0.7647 -0.9656 1.8998 -0.867
H -4.2182 -0.4198 -0.5191 0.369
H -3.4848 0.9568 -0.9919 0.363
H -1.5666 -0.3924 -0.6526 0.179
H -2.7782 -0.2348 2.1265 0.164
H -0.9425 -1.7722 2.4879 0.367
H -0.2824 -0.2924 2.4772 0.371
C 2.0520 1.3877 -1.7234 -0.421
N 1.7805 0.0332 -1.2842 -0.640
C 2.0139 -0.1054 0.1378 0.102
O 1.9784 -1.4458 0.5539 -0.720
H 1.3533 2.0826 -1.2595 0.193
H 1.9084 1.4602 -2.8007 0.203
H 3.0791 1.7151 -1.5113 0.164
H 2.3973 -0.6147 -1.7374 0.357
H 3.0194 0.2403 0.4149 0.133
H 1.2581 0.4635 0.6848 0.144
H 1.0702 -1.7330 0.3988 0.482
```

Values from the calculation:
Highest occupied orbital energy = -9.0 eV
Frontier orbital gap = 10.0 eV
LUMO level = 1.01 eV
2S+1 = 1

x | Formula: C4H13N3O
Source: OMol25
Level of theory: ωB97M-V/def2-TZVPD

```
21
Properties=species:S:1:pos:R:3:nbo_charge:R:1
C 0.6290 0.8112 -1.8832 -0.426
C -1.6226 1.1313 -0.9592 -0.424
N -0.3411 0.4387 -0.8457 -0.551
H -0.4507 -0.6666 -0.7720 0.431
H -2.0524 0.9534 -1.9467 0.204
H 1.5348 0.2251 -1.7232 0.232
H 0.2259 0.5767 -2.8708 0.197
H 0.8539 1.8799 -1.8376 0.193
H -1.5056 2.2072 -0.8044 0.195
H -2.3163 0.7374 -0.2165 0.211
C 0.3401 -1.3502 0.7205 -0.016
N 1.5992 -1.9090 0.3658 -0.873
N -0.4069 0.7049 1.8249 -0.822
C 0.3831 0.1372 0.8262 0.141
O -0.3541 -2.0032 1.7683 -0.747
H 0.0785 -1.7725 2.6125 0.426
H 2.3204 -1.7860 1.0844 0.311
H 1.5072 -2.8989 0.1729 0.368
H -0.4721 1.7126 1.8355 0.373
H -1.2988 0.2310 1.9197 0.391
H 1.3486 0.6399 0.7287 0.186
```

Values from the calculation:
Highest occupied orbital energy = -6.0 eV
Frontier orbital gap = 6.7 eV
LUMO level = 0.69 eV
2S+1 = 1

Least stable structure: x